# C18H68N8O16

16 unconnected molecules or ions with the total composition C18H68N8O16 at a distorted geometry (ωB97M-V/def2-TZVPD, the OMol25 dataset).

Results
E_HOMO: -8.86 eV
2S+1: 1
Energy relative to the best compared isomer or geometry (same formula, charge and spin): 241.3 kJ/mol
E_tot: -64442.24511 eV
Orbital gap: 9.0 eV

```
110
Properties=species:S:1:pos:R:3:mulliken_charge:R:1
C 1.5263 3.0607 1.7990 0.857
C 2.8420 3.8566 1.7401 -1.103
O 3.0560 4.0188 0.3302 -0.542
H 1.5977 2.0900 1.3259 -0.686
H 0.7401 3.6468 1.5071 0.856
H 1.4634 2.8880 2.8934 -0.539
H 3.6997 3.4249 2.2391 0.411
H 2.7860 4.8329 2.2096 0.422
H 3.9798 3.7483 0.0743 0.310
C 3.1767 -1.5973 -3.4008 -0.157
C 4.4464 -2.0260 -2.6335 -0.676
O 4.9533 -1.0834 -1.7273 -0.413
H 2.8033 -2.2935 -4.1658 0.468
H 3.3144 -0.6331 -3.8677 0.455
H 2.3159 -1.4999 -2.8201 -0.651
H 5.2491 -2.1986 -3.3459 0.431
H 4.3683 -2.9705 -2.1799 0.402
H 5.8148 -1.3603 -1.4693 0.256
C -0.7152 -5.0085 0.5289 0.398
O 0.3342 -5.4700 -0.2534 -0.726
N -0.9849 -5.5747 1.6199 -0.172
N -1.3063 -3.8459 0.2994 -0.046
H -0.5051 -6.4533 1.8457 0.291
H -1.6251 -5.2069 2.3145 0.186
H -0.8494 -3.4073 -0.5853 -0.043
H -2.1931 -3.4685 0.6835 0.360
C 0.3224 1.3421 4.9870 0.590
O -0.8739 1.0410 5.5490 -0.776
N 1.0968 2.2283 5.5389 -0.303
N 0.7694 0.8332 3.9479 0.254
H 0.7603 2.6425 6.4191 0.282
H 1.9934 2.6382 5.1843 0.182
H 0.1188 0.2849 3.3253 -0.033
H 1.6932 1.1263 3.5079 0.029
C -1.3582 2.9402 -3.0873 0.316
O -2.6945 2.7727 -2.6881 -0.639
N -0.3911 2.4343 -2.3792 0.232
N -0.9286 3.3241 -4.2711 -0.503
H -0.6427 1.9845 -1.4361 -0.284
H 0.5454 2.3204 -2.7097 0.192
H -1.6489 3.5235 -4.9438 0.268
H 0.0414 3.6072 -4.5662 0.223
C 1.3359 -2.5454 1.5874 -0.022
O 1.6484 -2.7796 0.2721 -0.540
N 2.2452 -2.0387 2.3577 -0.415
N 0.0856 -2.6285 2.0750 0.120
H 3.1181 -2.1537 1.9115 0.321
H 1.9880 -2.0888 3.3785 0.256
H -0.5822 -3.0674 1.4350 -0.080
H -0.2168 -2.7498 3.0667 0.258
C -3.9731 -2.1010 0.2151 -0.635
O -3.6444 -3.0744 1.1560 -0.528
H -4.8526 -1.5993 0.5935 0.553
H -4.2622 -2.5032 -0.8000 0.243
H -3.2119 -1.3012 0.0787 -0.219
H -4.5624 -3.4093 1.2837 0.364
C 2.6234 1.3755 -1.5852 1.136
O 2.3894 2.3401 -2.5957 -0.648
H 2.1135 0.4938 -1.9454 -0.972
H 2.1136 1.6920 -0.7260 -0.532
H 3.6688 1.1922 -1.4157 0.594
H 2.7254 3.1702 -2.2857 0.315
C 0.1948 -0.1443 -4.3235 -0.084
O -0.3415 0.7339 -5.3279 -0.620
H 0.8610 -0.9182 -4.6834 0.423
H -0.6215 -0.6464 -3.7921 -0.077
H 0.8993 0.3296 -3.5927 -0.067
H -0.5720 1.5603 -4.9368 0.403
C -3.1179 -0.2404 -2.7164 -0.127
O -4.4743 -0.2174 -2.7627 -0.578
H -2.5975 0.3656 -1.9881 -0.030
H -2.7217 0.2074 -3.6502 0.523
H -2.6786 -1.3034 -2.6770 -0.176
H -4.7215 0.5899 -3.1691 0.407
C -4.4125 1.7284 -0.1121 -0.032
O -5.0021 1.0131 0.9717 -0.576
H -3.4072 1.3959 -0.1655 -0.302
H -4.1396 2.7870 0.0968 0.338
H -4.9361 1.6430 -1.0156 0.370
H -4.8213 1.5312 1.7479 0.302
C 4.0028 0.4113 1.4031 -0.457
O 3.4255 0.3769 2.7173 -0.639
H 4.9660 -0.0902 1.3312 0.474
H 4.1341 1.4533 1.1291 0.147
H 3.4437 -0.0564 0.5705 0.016
H 2.8287 -0.3722 2.6361 0.421
C -1.7089 4.0354 3.3999 -0.717
O -2.1436 3.0581 2.4397 -0.328
H -2.6235 4.3393 3.8454 0.339
H -1.1953 4.8350 2.9360 0.377
H -1.0746 3.7067 4.2859 0.134
H -1.8676 3.3204 1.5726 0.201
C -0.1810 -0.1477 -0.4306 2.025
O -0.8830 1.0322 -0.0075 0.482
H 0.7729 -0.2864 0.0996 -0.375
H -0.0048 -0.1243 -1.5185 -1.060
H -0.7939 -0.9430 -0.2253 -0.266
H -0.8348 1.0197 0.9619 -0.413
C -2.4979 -0.3971 2.8134 -0.370
O -1.1562 -0.3021 2.3277 0.032
H -2.6383 -1.3309 3.3875 0.299
H -3.2682 -0.4216 2.0305 -0.245
H -2.6187 0.4111 3.5624 0.309
H -1.0133 -1.1231 1.7958 -0.346
C 0.2725 -3.6321 -2.7664 -0.762
O -0.7861 -2.9901 -2.1619 -0.374
H 0.4894 -3.1935 -3.7654 0.328
H 0.0877 -4.6598 -3.0766 0.343
H 1.2267 -3.6134 -2.2198 0.164
H -1.5915 -3.4667 -2.3741 0.222
```